ORCA calculation (ωB97M-V with the def2-TZVPD basis set) on a cluster of 2 separate species, C3H10NO2P in total.

Output
Energy ... -666.76363 Eh
Energy above the lowest of the compared OMol25 structures with the same formula, charge and spin ... 146.0 kcal per mole
Maximum force ... 5.2 eV/A
Highest occupied orbital energy (spin up / spin down) ... -0.365 / -0.288 hartree

Each line ends with the natural charge from an NBO analysis.
Positions of all 17 atoms, in Å:
1 O -1.912 -1.773 -0.340  -1.0254
2 H -0.435 2.051 -2.242  0.2075
3 H 2.106 -1.110 1.724  0.3150
4 H -2.558 1.300 0.512  0.2249
5 H 3.095 -2.364 -0.032  0.1828
6 H 1.715 -1.705 -1.031  0.2311
7 N 2.050 -0.755 0.804  -0.4687
8 O -0.866 0.335 -1.085  -0.8271
9 H -2.121 0.953 2.297  0.2481
10 H -3.449 0.156 1.586  0.2534
11 H -0.358 2.183 -0.273  0.1863
12 C -0.200 1.606 -1.128  -0.2594
13 C 2.556 -1.478 -0.312  -0.4906
14 H 3.233 -0.756 -0.773  0.2155
15 H 0.920 1.328 -1.180  0.1987
16 P -1.303 -0.532 0.180  1.7786
17 C -2.474 0.563 1.293  -0.9707